Entry 1:
Entry from OMol25: a single C3H2O molecule in a non-equilibrium geometry (ωB97M-V/def2-TZVPD).

E: -5187.0774 eV
SMILES: C#CC=O
net charge: 0
HOMO-LUMO gap: 10.56 eV
LUMO: 0.00328 Eh

Cartesian coordinates (Å):
C (1.246, -0.455, 0.055)
C (0.296, -0.510, -0.703)
C (-0.901, 0.217, -0.205)
O (-0.952, 1.415, -0.115)
H (1.985, -0.209, 0.779)
H (-1.673, -0.458, 0.190)

Entry 2:
Entry from OMol25: a molecular structure, C3H2O2 in a non-equilibrium geometry (ωB97M-V/def2-TZVPD).

E: -7235.0926 eV
net charge: 0
HOMO-LUMO gap: 9.52 eV
LUMO: 0.00825 Eh

Cartesian coordinates (Å):
C (-2.362, -0.318, -0.043)
C (-1.298, -1.036, -0.064)
C (-0.360, -0.037, -0.264)
O (-3.139, 0.462, 0.228)
O (0.826, 0.065, 0.369)
H (-0.506, 0.692, -1.183)
H (1.029, -0.638, 0.967)

Entry 3:
Entry from OMol25: 2 unconnected molecules or ions with the total composition C3H2O2 in a non-equilibrium geometry (ωB97M-V/def2-TZVPD).

E: -7235.8575 eV
net charge: 0
HOMO-LUMO gap: 10.43 eV
LUMO: 0.02480 Eh

Cartesian coordinates (Å):
C (-0.042, 1.278, -0.259)
C (0.159, -2.368, 0.060)
C (0.599, 0.289, 0.207)
O (1.035, -0.616, 0.775)
O (-0.840, -1.926, -0.228)
H (-1.047, 1.193, 0.165)
H (0.136, 2.151, -0.720)

Entry 4:
Entry from OMol25: a molecular structure, C3H2O2 in a non-equilibrium geometry (ωB97M-V/def2-TZVPD).

E: -7229.9685 eV
⟨S²⟩: 2.0066
multiplicity: 3
net charge: 0
HOMO-LUMO gap (alpha / beta): 10.35 / 8.06 eV
LUMO (alpha / beta): 0.03053 / -0.08936 Eh

Cartesian coordinates (Å):
C (1.703, 0.819, -0.167)
C (0.200, -0.174, 0.459)
C (-1.217, -0.040, 0.009)
O (-2.196, 0.614, 0.051)
O (-0.545, -1.116, -0.369)
H (1.569, 0.459, -1.313)
H (0.485, -0.562, 1.331)

Entry 5:
Entry from OMol25: a molecular structure, C3H2O2Rh in a non-equilibrium geometry (ωB97M-V/def2-TZVPD).

E: -10230.9012 eV
⟨S²⟩: 6.0337
multiplicity: 5
net charge: +1
HOMO-LUMO gap (alpha / beta): 7.19 / 7.15 eV
LUMO (alpha / beta): -0.21184 / -0.28020 Eh

Cartesian coordinates (Å):
O (-1.357, 0.293, 0.287)
C (-0.436, 0.946, 0.967)
C (0.897, 0.707, 0.921)
O (1.521, -0.308, 0.169)
C (0.923, -1.176, -0.623)
Rh (-0.837, -0.262, -1.473)
H (-0.774, 1.446, 1.888)
H (1.544, 1.041, 1.729)

Entry 6:
Entry from OMol25: a molecular structure, C3H2O2Rh in a non-equilibrium geometry (ωB97M-V/def2-TZVPD).

E: -10217.4048 eV
⟨S²⟩: 8.7591
multiplicity: 6
net charge: +2
HOMO-LUMO gap (alpha / beta): 4.47 / 7.32 eV
LUMO (alpha / beta): -0.43496 / -0.52929 Eh

Cartesian coordinates (Å):
H (1.542, 0.276, -1.917)
O (0.675, -0.981, -0.394)
O (-0.837, -0.395, 1.461)
C (0.708, 0.112, -1.231)
C (-0.150, 0.943, -0.558)
C (-0.332, -0.098, 0.425)
H (-0.267, 2.020, -0.485)
Rh (-1.340, -1.876, 2.699)